Record 1
21
Properties=species:S:1:pos:R:3:mulliken_charge:R:1 method="wB97M-V/def2-TZVPD" e_homo_ev=-7.3817 largest_force_ev_per_a=3.4 e_above_lowest_kcal_mol=159.1 gap_ha=0.2020
H -1.077 -1.482 0.359 0.294
N 0.078 0.083 -1.422 -0.418
H 0.068 -0.982 1.758 0.303
H 1.890 1.512 0.931 0.373
O -2.290 -1.766 -0.654 -0.893
H 0.887 0.213 -2.026 0.256
H -2.886 -2.424 -1.035 0.113
H -0.507 1.311 1.598 0.413
H 2.921 -1.129 -0.134 0.322
H 3.455 0.302 -0.920 0.330
H -2.658 1.865 0.759 0.352
C -0.511 -0.677 0.890 -0.661
H -2.782 0.171 0.351 0.267
H -0.402 -0.803 -1.612 0.254
C 0.498 0.206 -0.054 0.909
C 3.040 -0.041 0.037 -1.269
C -0.865 0.726 0.756 0.058
H -2.193 1.351 -0.922 0.343
H 3.816 -0.088 0.804 0.386
C 1.742 0.572 0.409 -0.558
C -2.226 1.081 0.127 -1.171

***

Record 2
14
Properties=species:S:1:pos:R:3:mulliken_charge:R:1 method="wB97M-V/def2-TZVPD" e_homo_ev=-9.1020 largest_force_ev_per_a=1.2 e_above_lowest_kcal_mol=0.0 gap_ha=0.3601
H -1.534 0.827 1.265 0.274
S -1.157 0.080 -0.971 0.309
H 0.365 -1.570 -0.079 0.246
N -2.245 -0.917 -0.530 -0.621
H -0.428 1.921 0.361 0.318
C -1.343 1.339 0.329 -0.792
H 2.656 -1.514 0.207 0.190
N 0.368 -0.583 -0.286 -0.322
H -2.553 -1.518 -1.281 0.226
H 3.544 -0.155 -0.347 0.242
N 2.678 -0.666 -0.332 -0.437
O 1.563 1.210 -0.947 -0.619
C 1.539 0.065 -0.545 0.653
H -2.186 1.968 0.065 0.335

***

Record 3
41
Properties=species:S:1:pos:R:3:mulliken_spin:R:1 method="wB97M-V/def2-TZVPD" e_homo_ev="-20.6989 / -20.6836" largest_force_ev_per_a=2.9 total_charge=+3 multiplicity=3 gap_ha="0.2999 / 0.3307"
H -1.681 -0.363 2.656 0.002
C 0.611 -2.749 -1.660 0.000
O 1.066 1.355 1.450 0.004
H -1.312 -3.654 -0.999 0.000
H 1.133 2.312 1.502 0.001
H -2.917 1.551 2.497 0.001
H -3.259 0.534 1.087 -0.002
O -0.732 0.005 -2.101 0.001
H 0.545 1.078 3.339 0.000
C -2.489 1.118 1.592 0.004
H 2.227 -1.716 -1.409 0.003
O -0.986 1.833 -0.176 0.005
H 2.015 0.599 -3.236 0.000
C -2.011 2.213 0.714 -0.001
O 0.875 -1.253 1.771 -0.005
H -0.764 2.678 -0.574 0.002
H -0.335 0.441 -4.083 0.001
H 1.560 2.155 -3.131 0.000
H 2.727 -0.751 2.349 -0.004
H -2.781 2.725 0.137 0.002
O 1.462 1.194 -1.256 0.002
H 0.162 -2.577 -2.638 0.000
H 1.587 -0.834 3.745 0.000
O -1.455 0.140 1.870 0.007
V 0.229 -0.090 -0.003 1.956
C 1.436 0.932 2.728 0.001
H 1.262 -3.621 -1.602 0.000
H -1.969 -2.057 0.217 0.003
H 2.267 1.666 -1.030 0.003
C 1.239 1.187 -2.747 0.002
H -1.577 3.010 1.319 -0.001
H -1.594 -0.276 -2.416 0.002
C -0.228 0.858 -3.082 0.000
H -0.103 -3.704 0.164 -0.001
H -0.823 1.769 -3.007 -0.001
C 1.710 -0.566 2.696 0.001
H 2.314 1.478 3.072 0.001
C -0.515 -3.032 -0.589 0.000
O 1.305 -1.590 -1.172 -0.001
O -1.079 -1.834 -0.065 0.010
H 0.878 -2.165 2.072 0.002